Arrangement P

Below is one molecule with the formula C5H9NO4, with properties calculated with the ωB97M-V functional and the def2-TZVPD basis.

Calculated values
HOMO-LUMO gap: 0.3384 hartree
Molar mass: 147.13 g mol⁻¹
LUMO energy: 0.378 eV

Positions of all 19 atoms, in Å:
C: -1.04 0.15 -1.56
O: -1.18 -1.26 -1.22
N: -0.87 -1.38 0.19
O: -1.91 -1.44 0.95
C: 0.39 -1.43 0.56
O: 1.40 -1.87 -0.28
C: 0.76 -1.42 2.02
C: 0.57 0.02 2.62
C: 1.51 1.16 2.22
O: 1.61 2.15 2.91
H: -0.81 0.74 -0.70
H: -1.95 0.47 -2.05
H: -0.20 0.14 -2.31
H: 0.89 -2.33 -0.97
H: 0.08 -2.14 2.65
H: 1.84 -1.72 2.18
H: -0.43 0.30 2.47
H: 0.68 -0.21 3.66
H: 1.81 1.07 1.21


Arrangement Q

Below is a 2-piece molecular cluster, C5H9NO4 overall, with properties calculated with the ωB97M-V functional and the def2-TZVPD basis.

Calculated values
HOMO-LUMO gap: 0.3634 hartree
Molar mass: 147.13 g mol⁻¹
LUMO energy: 0.393 eV

Positions of all 19 atoms, in Å:
N: 0.91 -0.25 -1.07
C: -0.11 -0.45 -0.08
C: -1.26 0.51 -0.26
O: -1.19 1.46 -1.01
C: -2.51 0.23 0.54
C: -3.72 0.06 -0.34
O: -4.63 -0.70 -0.09
H: 1.31 0.75 -1.04
H: 1.56 -1.03 -1.13
H: 0.23 -0.31 0.97
H: -0.51 -1.47 -0.13
H: -2.71 1.14 1.15
H: -2.41 -0.62 1.22
H: -3.73 0.68 -1.27
O: 4.01 -0.94 1.47
C: 3.88 -0.41 0.39
O: 3.44 0.90 0.19
H: 4.29 -0.82 -0.55
H: 3.17 1.27 1.04


Result of the stability comparison: arrangement P is the least stable of them.


Arrangement P

Below is an isolated ion of composition C5H12N2 and charge +1, with properties calculated with the ωB97M-V functional and the def2-TZVPD basis.

Calculated values
HOMO-LUMO gap (alpha / beta): 0.3112 / 0.2335 hartree
2S+1: 2
Charge: +1
Molar mass: 100.16 g mol⁻¹
LUMO energy (alpha / beta): -4.664 / -6.777 eV

Positions of all 19 atoms, in Å:
C: 1.60 -1.17 0.27
C: 1.10 0.27 0.29
C: -0.04 0.49 -0.74
C: -1.35 -0.12 -0.25
C: -1.80 -1.28 -0.91
N: -2.04 0.48 0.82
N: 2.12 1.31 0.36
H: 1.85 -1.52 -0.70
H: 2.46 -1.17 0.96
H: 0.74 -1.86 0.60
H: 0.61 0.39 1.24
H: -0.26 1.55 -0.84
H: 0.27 0.28 -1.78
H: -2.31 -2.06 -0.34
H: -2.01 -1.28 -1.99
H: -2.91 0.07 1.15
H: -1.63 1.37 1.13
H: 2.53 1.50 -0.55
H: 2.94 1.05 0.86


Arrangement Q

Below is an isolated ion of composition C5H12N2 and charge +1, with properties calculated with the ωB97M-V functional and the def2-TZVPD basis.

Calculated values
HOMO-LUMO gap (alpha / beta): 0.3392 / 0.2297 hartree
2S+1: 2
Charge: +1
Molar mass: 100.16 g mol⁻¹
LUMO energy (alpha / beta): -3.940 / -6.896 eV

Positions of all 19 atoms, in Å:
C: 0.90 1.15 0.83
C: -0.55 0.55 0.79
C: -0.72 -0.35 -0.37
C: -1.75 -0.11 -1.32
C: 0.73 -2.13 0.58
N: 0.05 -1.42 -0.54
N: 1.09 2.20 -0.17
H: 1.71 0.45 0.61
H: 1.15 1.47 1.83
H: -1.18 1.42 0.88
H: -0.68 0.01 1.74
H: -2.05 0.93 -1.33
H: -2.31 -0.91 -1.77
H: 1.25 -1.48 1.28
H: 0.04 -2.64 1.26
H: 1.44 -2.76 0.06
H: -0.28 -2.08 -1.23
H: 0.69 3.10 0.09
H: 0.68 1.98 -1.07


Result of the stability comparison: arrangement P is the least stable of them.


Arrangement P

Below is a 2-piece molecular cluster, C8H12NO2 overall, with properties calculated with the ωB97M-V functional and the def2-TZVPD basis.

Calculated values
HOMO-LUMO gap: 0.3385 hartree
Charge: +1
Molar mass: 154.19 g mol⁻¹
LUMO energy: -5.168 eV

Positions of all 23 atoms, in Å:
C: 0.19 -0.74 -1.17
C: 0.97 -0.16 -0.38
C: 3.48 -2.07 -1.50
C: -0.03 -0.21 1.07
C: -0.71 -1.38 -2.05
C: 2.18 0.51 0.14
C: -1.88 0.60 2.19
C: -1.25 1.66 -0.03
N: -0.94 0.75 1.08
O: 3.78 -3.13 -1.66
O: 0.37 -0.98 1.87
H: -0.33 -1.89 -2.92
H: -1.39 -0.69 -2.33
H: -1.40 -2.10 -1.52
H: 1.96 1.64 0.35
H: 2.98 0.36 -0.57
H: 2.35 0.04 1.03
H: -2.26 1.57 2.37
H: -2.67 -0.09 2.11
H: -1.36 0.35 3.11
H: -2.30 1.59 -0.55
H: -1.37 2.72 0.20
H: -0.38 1.67 -0.82


Arrangement Q

Below is an isolated ion of composition C8H12NO2 and charge +1, with properties calculated with the ωB97M-V functional and the def2-TZVPD basis.

Calculated values
HOMO-LUMO gap: 0.3013 hartree
Charge: +1
Molar mass: 154.19 g mol⁻¹
LUMO energy: -5.649 eV

Positions of all 23 atoms, in Å:
C: 0.48 2.46 3.23
C: 0.01 1.32 2.89
C: 0.84 -0.99 -0.96
C: -1.11 0.96 0.25
C: 0.02 1.09 1.35
C: -0.23 -0.13 0.61
C: 0.45 -1.33 0.59
C: 0.19 -1.25 -3.12
N: -0.14 -1.29 -1.79
O: 1.98 -0.65 -1.17
O: -1.51 -1.55 -1.59
H: 0.74 2.81 4.27
H: 0.83 3.13 2.41
H: -0.48 0.66 3.65
H: -2.21 0.84 0.28
H: -0.88 1.45 -0.70
H: 0.67 1.91 0.86
H: 1.36 -1.38 1.20
H: -1.80 -2.03 -2.32
H: -0.05 -2.32 0.55
H: 0.19 -2.24 -3.58
H: 1.17 -0.81 -3.11
H: -0.51 -0.65 -3.79


Result of the stability comparison: arrangement Q is the least stable of them.


Arrangement P

Below is one molecule with the formula C20H21N3O3, with properties calculated with the ωB97M-V functional and the def2-TZVPD basis.

Calculated values
HOMO-LUMO gap: 0.3309 hartree
Molar mass: 351.41 g mol⁻¹
LUMO energy: 0.413 eV

Positions of all 47 atoms, in Å:
N: -2.86 -3.14 -0.07
C: -1.82 -2.14 -0.19
C: -1.99 -1.08 0.93
C: -1.88 -1.66 2.31
C: -0.63 -1.78 2.93
C: -0.53 -2.34 4.20
C: -1.66 -2.78 4.87
C: -2.90 -2.66 4.26
C: -3.01 -2.11 2.98
C: -0.41 -2.77 -0.19
O: -0.26 -3.92 0.15
N: 0.67 -1.98 -0.52
C: 0.67 -0.71 -1.20
C: 1.26 0.43 -0.31
C: 0.93 1.82 -0.80
C: -0.25 2.47 -0.60
N: -0.19 3.74 -1.16
C: 1.06 3.93 -1.70
C: 1.59 5.04 -2.37
C: 2.89 4.95 -2.83
C: 3.64 3.76 -2.65
C: 3.11 2.67 -2.00
C: 1.80 2.74 -1.51
C: 1.48 -0.86 -2.49
O: 2.15 -1.84 -2.74
O: 1.45 0.19 -3.34
H: -2.60 -3.72 0.74
H: -2.83 -3.76 -0.87
H: -1.96 -1.62 -1.15
H: -1.26 -0.29 0.81
H: -3.03 -0.66 0.80
H: 0.28 -1.46 2.41
H: 0.45 -2.45 4.71
H: -1.59 -3.23 5.90
H: -3.79 -3.00 4.80
H: -4.00 -2.05 2.49
H: 1.50 -2.53 -0.68
H: -0.35 -0.46 -1.50
H: 0.88 0.27 0.72
H: 2.37 0.30 -0.25
H: -1.12 2.15 -0.08
H: -0.93 4.40 -1.12
H: 0.98 5.96 -2.49
H: 3.34 5.77 -3.34
H: 4.66 3.71 -3.03
H: 3.69 1.76 -1.88
H: 0.98 0.94 -2.95


Arrangement Q

Below is one molecule with the formula C20H21N3O3, with properties calculated with the ωB97M-V functional and the def2-TZVPD basis.

Calculated values
HOMO-LUMO gap: 0.3138 hartree
Molar mass: 351.41 g mol⁻¹
LUMO energy: 0.639 eV

Positions of all 47 atoms, in Å:
N: -1.62 3.45 0.62
C: -0.93 2.16 0.40
C: -1.53 1.43 -0.85
C: -2.87 0.91 -0.46
C: -4.05 1.56 -0.13
N: -5.01 0.66 0.10
C: -4.47 -0.65 -0.04
C: -5.15 -1.92 0.16
C: -4.35 -3.04 -0.04
C: -3.00 -2.92 -0.44
C: -2.37 -1.72 -0.52
C: -3.18 -0.52 -0.37
C: 0.60 2.36 0.21
O: 1.01 3.41 -0.23
N: 1.46 1.33 0.52
C: 1.11 -0.03 0.75
C: 1.58 -1.02 -0.26
C: 3.08 -0.88 -0.54
C: 4.02 -1.65 0.25
C: 5.39 -1.42 0.09
C: 5.86 -0.56 -0.92
C: 4.96 0.14 -1.72
C: 3.60 0.00 -1.50
C: 1.55 -0.51 2.14
O: 1.64 -1.68 2.48
O: 1.98 0.42 2.98
H: -1.34 3.82 1.53
H: -1.22 4.08 -0.06
H: -1.05 1.57 1.34
H: -0.80 0.66 -1.08
H: -1.64 2.15 -1.70
H: -4.24 2.60 -0.07
H: -6.02 0.83 0.11
H: -6.19 -2.10 0.49
H: -4.75 -4.07 0.06
H: -2.43 -3.78 -0.59
H: -1.41 -1.59 -0.93
H: 2.43 1.48 0.28
H: 0.02 -0.09 0.70
H: 1.28 -2.04 -0.07
H: 1.00 -0.67 -1.14
H: 3.71 -2.31 1.05
H: 6.19 -2.02 0.58
H: 6.95 -0.51 -1.10
H: 5.39 0.91 -2.39
H: 2.94 0.56 -2.17
H: 1.89 1.21 2.46


Result of the stability comparison: arrangement Q is the least stable of them.